DFT (ωB97M-V with the def2-TZVPD basis set) results for C34H93N8O9Pd as an isolated structure in a non-equilibrium geometry.

Geometry as XYZ:
```
145
C34H93N8O9Pd | the Open Molecules 2025 dataset | ωB97M-V with the def2-TZVPD basis set
Pd 16.39398 23.21573 -2.42375
C 13.99714 19.96815 1.52684
C 15.44842 20.08418 1.16230
O 15.85162 21.05767 0.25923
H 13.29344 20.26583 0.74948
H 13.86641 20.54706 2.44111
H 13.71390 18.92691 1.68071
H 15.78835 19.12229 0.77850
H 16.05205 19.93189 2.05703
C 17.71722 16.37970 8.28806
C 18.18983 17.07865 6.92084
C 17.49660 16.53442 5.60069
O 17.82732 15.17906 5.25580
C 16.87066 14.25146 5.70633
N 17.89476 18.49913 6.96564
H 18.08778 15.35479 8.30634
H 16.65222 16.38189 8.52016
H 18.22419 16.92221 9.08604
H 19.27106 16.98907 6.81591
H 17.71425 17.14408 4.72374
H 16.41581 16.60251 5.72460
H 17.21456 13.30401 5.29138
H 15.87419 14.39069 5.28707
H 16.80421 14.21749 6.79377
H 18.65540 18.94699 7.45650
H 17.89632 18.84492 6.01668
C 14.43583 12.52227 -0.15232
C 14.89039 13.89272 -0.68666
C 13.76772 15.02037 -0.66642
O 12.41441 14.54127 -1.08156
C 11.31443 15.40226 -0.92161
N 16.09513 14.24608 -0.03794
H 15.20662 11.75379 -0.21089
H 13.64548 12.13289 -0.79405
H 14.00499 12.68553 0.83552
H 15.02053 13.84065 -1.76761
H 14.04570 15.88212 -1.27322
H 13.74848 15.31752 0.38211
H 11.65322 16.33598 -1.37050
H 11.19620 15.47686 0.15939
H 10.48258 15.02665 -1.51745
H 16.01082 14.28769 0.96767
H 16.29743 15.21778 -0.22494
C 19.74923 27.14870 0.52938
C 18.95375 25.88813 0.55266
C 17.75282 25.85886 1.51849
O 16.82206 26.71786 1.07394
C 16.70341 27.95705 1.72256
N 18.53183 25.58239 -0.78785
H 19.09802 27.99128 0.29686
H 20.65685 27.21869 -0.07015
H 20.00036 27.22812 1.58708
H 19.77144 25.24335 0.87472
H 18.10976 25.99901 2.53880
H 17.34087 24.84981 1.50334
H 16.02122 28.54039 1.10414
H 17.62044 28.54211 1.65287
H 16.35109 27.88863 2.75177
H 19.35981 25.75752 -1.33910
H 18.12042 26.45444 -1.08847
C 22.19973 21.02179 2.19959
C 20.96484 20.21591 1.98186
C 21.14827 19.32597 0.67979
O 22.51251 18.64782 0.56224
C 22.32034 17.23120 0.13853
N 20.87341 19.29861 3.03177
H 22.48487 21.56978 1.30153
H 23.07203 20.38604 2.35129
H 22.17504 21.78995 2.97252
H 20.06487 20.79074 1.76340
H 21.28564 19.85886 -0.26108
H 20.30168 18.67376 0.46529
H 21.63711 16.69461 0.79682
H 23.29128 16.74322 0.22368
H 21.88746 17.27680 -0.86079
H 21.71275 18.74271 2.95054
H 20.17487 18.61925 2.76605
C 6.15104 24.65671 5.54782
C 7.04631 24.43846 6.69423
C 8.50815 24.84229 6.20639
O 8.74832 23.76753 5.26271
C 10.06813 23.73996 4.84556
N 6.61665 25.23737 7.86946
H 5.09532 24.46193 5.73656
H 6.39218 23.97466 4.73250
H 6.18867 25.65571 5.11344
H 6.98503 23.39065 6.98824
H 9.12500 24.71943 7.09661
H 8.61987 25.87083 5.86327
H 10.53222 24.61842 4.39719
H 9.90607 23.12459 3.96062
H 10.74877 23.21535 5.51612
H 6.74130 26.20090 7.59349
H 7.21652 25.06422 8.66337
C 15.12985 19.21102 -5.58724
C 15.77648 19.98160 -4.40341
C 17.27171 20.23169 -4.82399
O 17.84050 20.98549 -3.81101
C 19.22278 21.20634 -3.92378
N 15.03737 21.25426 -4.33601
H 15.71512 18.32516 -5.83384
H 15.19840 19.84380 -6.47210
H 14.13156 18.83388 -5.36524
H 15.66061 19.44201 -3.46345
H 17.21485 20.94607 -5.64529
H 17.81019 19.31741 -5.07343
H 19.45117 21.87656 -3.09509
H 19.34008 21.75089 -4.86069
H 19.73908 20.24752 -3.97069
H 14.09998 21.03346 -4.03161
H 14.92188 21.55918 -5.29193
C 12.14409 25.36656 -0.14694
C 12.45759 25.61084 -1.62294
C 11.68972 26.81515 -2.12496
O 12.10332 28.03448 -1.47054
C 11.35511 29.23768 -1.82467
N 13.87545 25.87582 -1.63031
H 11.17130 24.98762 0.16639
H 12.24947 26.31328 0.38287
H 12.84706 24.64950 0.27704
H 12.14649 24.71143 -2.15433
H 10.61404 26.78537 -1.95139
H 11.84076 26.80145 -3.20435
H 11.48672 29.50736 -2.87255
H 11.83661 30.04645 -1.27498
H 10.32839 29.04998 -1.51051
H 14.24238 26.10808 -0.71843
H 13.85383 26.82462 -1.97587
C 8.66485 20.06712 -5.08104
C 8.92411 21.22340 -4.08030
C 7.86582 21.53381 -3.12200
O 8.14404 22.74055 -2.44557
C 7.07681 23.20384 -1.50944
N 10.20545 20.89172 -3.37861
H 7.83021 20.40482 -5.69540
H 8.48916 19.08144 -4.65017
H 9.53735 20.01004 -5.73187
H 9.02166 22.06115 -4.77077
H 7.84659 20.71521 -2.40253
H 6.90025 21.50561 -3.62696
H 7.46521 24.16416 -1.17028
H 6.91537 22.47865 -0.71186
H 6.12629 23.52523 -1.93525
H 10.11869 19.92213 -3.10941
H 10.10562 21.41470 -2.52034
```

<S²>: 2.006
E_tot, eV: -70574.899
Net charge: +1
F_max, eV Å⁻¹: 3.82
Relative energy (zero: lowest compared OMol25 entry of this formula, charge and spin), eV: 8.2943
M, g mol⁻¹: 864.59
HOMO (alpha / beta), eV: -10.42 / -10.42
Multiplicity: 3